Formula: C52H81N13
Source: the Open Molecules 2025 dataset
Level of theory: wB97M-V/def2-TZVPD

```
146
Properties=species:S:1:pos:R:3:forces:R:3:mulliken_charge:R:1
C 9.49217 -4.88162 4.12242 -1.52 0.39 -1.71 -1.02
C 9.24986 -4.51034 2.61009 1.53 0.36 0.62 -0.54
C 9.24884 -3.02006 2.20629 0.63 -0.15 0.31 -0.26
C 10.24563 -2.15230 2.85958 2.71 3.06 3.13 0.18
N 10.96012 -1.39541 3.45193 -3.01 -3.41 -2.74 -0.46
H 9.01555 -5.85935 4.19304 0.62 -0.26 0.51 0.33
H 8.90745 -4.22614 4.76783 0.30 0.12 0.17 0.28
H 10.56224 -4.85551 4.32824 -0.30 -0.13 0.27 0.33
H 8.38106 -4.96071 2.13002 -0.07 -0.08 0.39 0.37
H 10.13309 -4.89785 2.10230 -0.14 -0.40 -0.21 0.25
H 8.27348 -2.57067 2.39293 0.02 0.13 -0.42 0.29
H 9.58208 -3.03232 1.16855 -0.79 0.40 -0.31 0.25
C -3.64165 -4.60011 -7.95486 0.05 -0.20 0.73 -1.12
C -3.83056 -3.80374 -6.64282 -0.18 -0.60 -0.09 -0.42
C -2.99490 -4.28440 -5.41538 -0.09 0.72 -0.82 -0.33
C -3.26843 -3.44050 -4.23998 -0.04 -0.15 0.56 0.15
N -3.46189 -2.80455 -3.29696 0.07 -0.33 -0.67 -0.41
H -2.77097 -4.27383 -8.52370 -0.21 0.11 -0.15 0.29
H -4.57591 -4.54613 -8.51374 0.30 0.32 -0.37 0.33
H -3.51291 -5.66750 -7.77539 0.11 -0.09 0.25 0.32
H -4.88822 -3.89868 -6.39699 0.00 0.11 0.29 0.31
H -3.65831 -2.74549 -6.83914 0.11 0.01 0.17 0.32
H -1.93196 -4.18577 -5.63566 0.11 0.00 -0.02 0.25
H -3.16589 -5.33991 -5.20384 -0.21 0.09 0.15 0.30
C 5.88700 4.97216 0.55312 -0.63 0.18 0.19 -1.15
C 6.86088 4.19666 1.42858 -0.15 -0.12 -0.46 -0.31
C 7.52748 5.01465 2.52531 -0.52 0.86 1.30 -0.37
C 6.60560 5.79512 3.41862 0.08 -0.45 -0.34 0.18
N 5.96970 6.42554 4.14095 0.06 -0.20 -0.23 -0.45
H 5.22609 4.30043 0.00534 0.41 -0.14 -0.39 0.32
H 6.36159 5.68673 -0.11939 0.06 -0.15 -0.06 0.30
H 5.16034 5.52832 1.14537 0.19 0.23 0.33 0.34
H 7.63534 3.75604 0.80076 0.20 0.12 0.01 0.28
H 6.33500 3.32819 1.82523 0.00 0.13 0.44 0.28
H 8.20400 5.80214 2.19321 0.16 -0.23 -0.58 0.26
H 8.09951 4.40765 3.22704 0.11 -0.25 -0.21 0.31
C 1.78342 0.19182 0.88166 0.01 0.01 0.52 -1.19
C 0.23884 0.01364 1.04138 0.96 -0.04 -0.57 -0.22
C -0.51082 1.17281 0.39193 -0.19 1.38 -2.21 -0.47
C -0.33548 1.45354 -1.13080 0.98 0.00 -2.33 0.20
N -0.10307 1.74153 -2.26029 -0.98 -1.09 4.22 -0.47
H 2.15051 1.02708 1.47807 -0.24 0.33 -0.10 0.30
H 2.13006 0.33954 -0.14114 -0.51 0.20 -0.19 0.34
H 2.42130 -0.62172 1.22716 -0.56 -0.48 0.21 0.34
H -0.09247 -0.00880 2.07956 0.36 0.18 0.16 0.29
H -0.05975 -0.96181 0.65741 -0.13 0.14 -0.37 0.28
H -0.16998 2.14858 0.73805 0.31 -0.10 0.66 0.23
H -1.58371 1.22289 0.57768 -0.02 -0.51 0.02 0.37
C -6.77311 2.23472 -2.16947 1.62 -0.53 0.86 -1.21
C -7.66769 2.08066 -3.31449 -0.61 0.33 -0.96 -0.31
C -9.09288 2.25199 -2.86025 -1.25 -0.62 -0.86 -0.39
C -10.03571 2.25739 -3.99827 0.11 0.33 0.65 0.11
N -10.80124 2.31525 -4.84801 -0.15 -0.11 -0.33 -0.40
H -6.75912 3.23429 -1.73498 0.23 0.03 -0.18 0.34
H -5.81759 1.90390 -2.57644 0.59 0.58 0.63 0.33
H -6.98980 1.53319 -1.36387 -0.21 -0.06 0.06 0.33
H -7.44167 1.13275 -3.80283 -0.61 -0.26 0.10 0.31
H -7.42734 2.81045 -4.08763 -0.09 0.25 0.03 0.31
H -9.25896 3.15702 -2.27592 0.21 0.15 -0.13 0.30
H -9.41277 1.42756 -2.22299 0.16 -0.11 0.14 0.28
C -3.28173 2.78295 -8.69345 -0.70 -0.02 0.85 -1.15
C -3.33447 3.97950 -9.62729 -0.64 -0.94 -0.74 -0.31
C -4.71675 4.09595 -10.38730 0.72 1.01 0.75 -0.49
C -5.92455 4.11530 -9.55556 -2.91 -0.01 1.94 0.22
N -6.90900 4.17705 -8.90630 3.17 -0.24 -2.00 -0.42
H -3.89050 1.94544 -9.03416 0.30 -0.17 -0.20 0.32
H -3.75503 3.10516 -7.76595 -0.30 -0.07 0.12 0.31
H -2.30718 2.45154 -8.33496 0.21 0.03 -0.63 0.34
H -2.68150 3.86637 -10.49270 0.58 0.17 0.35 0.27
H -3.05437 4.83024 -9.00609 -0.26 0.42 -0.62 0.30
H -4.78399 3.36558 -11.19361 -0.08 -0.27 0.33 0.31
H -4.69752 5.06480 -10.88637 -0.08 0.10 -0.14 0.30
C 6.63898 2.66292 8.65429 0.47 -0.26 -0.84 -1.07
C 7.19424 1.31430 9.14362 -0.39 0.41 1.69 -0.43
C 7.78982 0.37532 8.11537 -0.23 0.85 -0.90 -0.29
C 6.84387 0.05540 7.05854 1.28 0.16 1.57 0.17
N 6.12655 -0.16830 6.21610 -1.69 -0.52 -1.90 -0.43
H 7.51604 3.26305 8.41203 -0.16 0.32 -0.24 0.29
H 6.02549 3.24734 9.33999 0.22 -0.44 0.43 0.32
H 6.03068 2.56630 7.75500 0.05 -0.13 -0.14 0.30
H 6.46807 0.81327 9.78374 -0.10 -0.20 -0.15 0.33
H 8.02713 1.56833 9.79925 0.00 -0.11 0.27 0.27
H 8.22369 -0.55044 8.49329 0.02 0.25 0.23 0.32
H 8.53879 0.98190 7.60625 0.53 -0.35 -0.05 0.20
C 1.42208 -5.85394 6.27751 -0.19 -0.57 -0.74 -1.16
C 0.82804 -4.78226 5.32509 0.58 -0.43 0.98 -0.36
C -0.69659 -4.73716 5.39730 -0.51 0.46 -0.24 -0.34
C -1.12441 -4.16339 6.65875 -0.42 0.73 2.78 0.17
N -1.40330 -3.62675 7.65525 0.43 -1.00 -1.79 -0.44
H 1.09342 -6.86267 6.02746 -0.40 -0.06 -0.35 0.32
H 1.15226 -5.77134 7.33035 0.25 0.58 -0.03 0.35
H 2.49604 -5.93307 6.10882 0.11 0.40 0.46 0.32
H 1.24174 -4.95193 4.33103 -0.44 -0.04 -0.14 0.31
H 1.22092 -3.82356 5.66367 -0.08 0.15 -0.16 0.30
H -1.19084 -5.69140 5.21504 0.16 -0.13 0.14 0.29
H -1.20175 -4.02075 4.74949 0.49 -0.08 -0.90 0.23
N 0.61213 4.30488 5.26494 0.83 -0.48 -0.06 0.01
C -0.58929 4.69782 4.80969 -2.57 -0.01 0.16 -0.53
C -1.55574 3.71028 5.14609 1.65 1.32 -0.58 -0.31
C -0.83881 2.66585 5.77236 0.59 0.60 -0.22 -0.42
C 0.49492 3.07524 5.79715 -0.76 -1.99 0.88 -0.53
H 1.52154 4.74223 5.22240 -0.48 0.34 -0.31 0.20
H -0.78820 5.66881 4.38074 0.30 -0.07 0.00 0.39
H -2.61107 3.78928 4.93059 0.11 -0.06 0.06 0.39
H -1.26456 1.75159 6.15871 0.27 0.00 -0.03 0.42
H 1.34007 2.48798 6.12465 0.08 0.32 0.08 0.39
N -2.08926 -8.57295 1.66007 -2.93 0.13 -1.12 -0.04
C -3.30391 -9.30042 1.60757 1.08 0.64 0.47 -0.49
C -4.25820 -8.53191 0.96814 0.37 -1.73 0.43 -0.31
C -3.64038 -7.35633 0.52516 -0.30 0.64 0.26 -0.42
C -2.36548 -7.37281 0.98965 1.79 -0.17 1.43 -0.48
H -1.26928 -8.83006 2.19075 -0.25 0.21 -0.32 0.22
H -3.34655 -10.27212 2.07702 -0.17 0.07 -0.12 0.37
H -5.29237 -8.82983 0.87783 0.11 0.04 -0.26 0.38
H -4.15215 -6.54014 0.03700 0.27 0.04 0.01 0.40
H -1.66933 -6.57438 1.20010 0.05 0.14 -0.78 0.37
N 3.35112 -2.98595 -8.74727 -1.46 -0.15 -0.46 -0.04
C 2.23772 -2.45669 -8.05028 1.37 -0.57 -0.59 -0.44
C 2.66407 -2.13553 -6.78729 0.52 -0.30 -1.08 -0.39
C 4.04730 -2.51542 -6.75338 0.49 0.24 1.34 -0.40
C 4.45192 -3.04642 -7.94720 -1.12 0.23 0.74 -0.48
H 3.29580 -3.47530 -9.62907 -0.15 0.30 0.14 0.22
H 1.26713 -2.36531 -8.51504 0.21 0.01 -0.09 0.39
H 2.04364 -1.64145 -6.05424 0.29 -0.14 0.14 0.41
H 4.69377 -2.44395 -5.89119 -0.04 0.11 0.01 0.37
H 5.36500 -3.55758 -8.21440 -0.12 0.26 -0.15 0.35
N -7.98574 -0.94013 5.37374 1.93 -1.17 -2.71 -0.01
C -8.17193 -2.18923 4.80062 -1.18 -0.70 0.79 -0.42
C -7.10419 -2.57177 3.97843 -2.60 -0.64 1.72 -0.36
C -6.20485 -1.53766 4.05865 0.44 2.15 -0.38 -0.46
C -6.80868 -0.51734 4.78189 0.73 0.88 1.07 -0.49
H -8.50448 -0.41892 6.06609 -0.11 -0.40 -0.44 0.21
H -9.09040 -2.68371 5.08049 0.17 -0.42 -0.22 0.37
H -7.05763 -3.52408 3.47113 0.14 0.16 0.03 0.40
H -5.26514 -1.49871 3.52778 -0.05 0.32 0.09 0.40
H -6.54477 0.51768 4.94152 0.54 -0.18 0.04 0.38
N -1.60989 9.28069 -4.83867 -0.44 0.79 -0.08 0.00
C -2.63245 10.18842 -4.58249 1.51 -0.38 -0.45 -0.52
C -3.62537 9.46415 -4.02426 -1.79 1.00 0.74 -0.29
C -3.27190 8.11340 -3.91955 0.46 -0.37 -0.07 -0.44
C -2.01200 8.04005 -4.44426 0.85 -0.53 -0.62 -0.43
H -0.73678 9.49650 -5.29824 -0.29 -0.13 0.17 0.19
H -2.50188 11.23873 -4.79741 -0.17 -0.15 0.06 0.35
H -4.55151 9.90269 -3.68315 -0.03 -0.08 0.00 0.37
H -3.85806 7.31307 -3.49260 0.10 0.07 -0.16 0.40
H -1.35236 7.22691 -4.70896 -0.20 -0.23 0.41 0.37
```
Forces are in eV/Å.

orbital gap = 0.295 Ha
charge = 0
total energy = -74601.9794 eV
multiplicity = 1